{
  "formula": "C8H9ClO2S",
  "method": "wB97M-V/def2-TZVPD",
  "species": ["C", "C", "C", "C", "C", "C", "C", "C", "O", "O", "S", "Cl", "H", "H", "H", "H", "H", "H", "H", "H", "H"],
  "positions_angstrom": [[-0.842018, 1.071043, 1.190592], [-0.493560, 2.193644, 0.244682], [-1.939999, 0.142025, 0.800732], [0.105096, 1.926206, -0.937772], [-0.555268, -0.319829, 0.681100], [0.456952, 0.598580, -1.368339], [0.257598, -0.464205, -0.568674], [0.701484, -1.846458, -1.074342], [-5.077803, 0.726983, 0.933058], [-2.760112, 0.291869, -0.352478], [-4.434900, 0.227685, -0.237202], [-4.458179, -1.991151, -0.068954], [-0.661827, 1.236003, 2.211354], [-0.528635, 3.232157, 0.469236], [-2.474659, -0.260719, 1.681711], [0.253820, 2.748053, -1.753761], [-0.214159, -0.960940, 1.484107], [0.868803, 0.347885, -2.326812], [1.159050, -2.545761, -0.414303], [1.489674, -1.645300, -1.817830], [-0.148567, -2.284848, -1.578702]],
  "forces_ev_per_angstrom": [[0.0, 2.0, -2.2], [1.2, -1.2, -0.9], [-1.4, -0.8, 1.3], [-0.7, 1.6, -1.8], [2.1, -1.0, -0.2], [-0.4, -1.1, 0.9], [-0.6, -0.5, -0.2], [0.1, 1.7, -0.9], [0.7, 0.1, 0.7], [-1.2, 0.7, 0.9], [1.4, -1.4, -1.5], [-0.1, 1.0, 0.1], [-0.2, 0.3, 1.2], [-0.6, 0.5, 0.8], [0.1, 0.1, -0.8], [-0.1, -1.3, 2.0], [-0.3, -0.5, -0.1], [0.4, 0.6, -0.4], [-0.1, -0.3, 1.1], [-0.4, -0.2, 0.0], [-0.2, -0.5, -0.1]],
  "homo_ha": -0.306,
  "max_force_ha_per_bohr": 0.0579,
  "relative_energy_ev": 2.146
}